The following is a quantum chemistry calculation of C20H34N4O2PS2 as an isolated structure at a distorted geometry, from the OMol25 dataset.

Summary:
Net charge ... +1
Lowest unoccupied orbital energy ... -3.253 eV
Electronic energy ... -2289.273182 Ha
E_HOMO ... -10.779 eV

CARTESIAN COORDINATES (ANGSTROEM)
S1 -5.228 -0.030 -5.629
S2 -0.315 4.116 -1.288
P1 -1.412 2.588 -0.814
O1 -4.483 4.553 -3.325
O2 -4.109 2.823 -2.199
N1 -3.595 4.023 -2.782
N2 -5.247 1.164 -4.454
N3 0.518 -1.653 3.205
N4 -3.722 -0.743 -5.573
C1 1.412 0.522 -3.641
C2 -3.343 1.781 -2.803
C3 1.015 -2.729 5.539
C4 -1.688 -0.358 -4.071
C5 -3.085 -0.066 -4.522
C6 -0.544 -1.509 0.892
C7 1.359 -2.630 4.057
C8 -1.787 -0.647 2.869
C9 3.264 2.312 -3.642
C10 -3.956 1.012 -3.925
C11 4.849 2.358 -3.472
C12 -2.006 1.554 -2.264
C13 -1.909 -1.323 1.517
C14 1.334 -1.511 6.401
C15 0.345 0.112 -2.519
C16 2.741 0.985 -2.895
C17 -0.869 -1.431 3.792
C18 1.286 -0.357 3.090
C19 0.384 -2.286 1.812
C20 -1.149 0.438 -2.962
H1 2.938 2.304 -4.719
H2 0.426 -1.004 -2.390
H3 -1.433 0.381 2.747
H4 -0.119 -0.536 0.628
H5 2.571 1.291 -1.823
H6 1.026 1.354 -4.285
H7 -0.030 -3.014 5.678
H8 -1.293 -2.419 3.982
H9 2.237 -0.565 2.599
H10 2.409 -1.316 6.418
H11 -1.055 -1.149 -4.537
H12 -0.659 -2.054 -0.048
H13 5.325 2.182 -4.470
H14 -2.773 -0.572 3.333
H15 3.507 0.162 -2.910
H16 1.459 0.041 4.087
H17 1.216 -3.622 3.623
H18 -0.652 1.693 0.020
H19 1.592 -3.566 5.944
H20 1.609 -0.410 -4.243
H21 2.746 3.178 -3.146
H22 -2.544 -0.731 0.854
H23 0.530 0.606 -1.529
H24 1.388 -2.362 1.391
H25 -2.400 -2.295 1.642
H26 2.408 -2.365 3.913
H27 -2.571 2.984 -0.068
H28 0.720 0.358 2.498
H29 5.160 1.531 -2.779
H30 -0.758 -0.894 4.732
H31 1.011 -1.695 7.427
H32 5.131 3.331 -2.992
H33 0.829 -0.603 6.069
H34 -0.013 -3.293 1.960

Atom charges from the natural (NBO) analysis, given in e for atoms 1 to 4: S 0.928; S -0.543; P 0.830; O -0.184



The following is a quantum chemistry calculation of C42H40N12OP2Rh as an isolated structure at a distorted geometry, from the OMol25 dataset.

Summary:
Net charge ... +1
Lowest unoccupied orbital energy (alpha / beta) ... -5.285 / -5.285 eV
Electronic energy ... -3149.828956 Ha
Energy relative to the best compared isomer or geometry (same formula, charge and spin) ... 25.7 kcal per mole
E_HOMO (alpha / beta) ... -10.476 / -10.477 eV

CARTESIAN COORDINATES (ANGSTROEM)
Rh1 0.233 0.065 -0.145
P1 0.455 1.515 1.734
P2 1.173 -1.911 0.887
O1 7.598 2.107 -0.826
N1 6.458 3.436 -2.240
N2 1.933 0.790 -1.545
N3 -2.432 1.553 -2.845
N4 -1.619 -0.825 1.040
N5 -3.451 -1.919 1.556
N6 -3.572 -0.369 -0.267
N7 5.412 1.660 -1.052
N8 -2.474 -2.286 2.326
N9 -3.438 1.019 -2.207
N10 -1.540 0.435 -1.279
N11 -1.391 -1.642 2.054
N12 -1.308 1.218 -2.315
C1 -2.468 3.966 0.431
C2 5.417 4.902 -3.827
C3 2.807 3.084 1.993
C4 0.535 0.482 3.272
C5 2.744 1.647 -3.603
C6 0.905 3.757 3.297
C7 2.197 6.887 -3.762
C8 4.223 1.476 -1.728
C9 2.757 -2.427 0.114
C10 0.192 -3.415 0.606
C11 -2.892 0.319 -1.215
C12 6.550 2.401 -1.349
C13 -2.262 2.063 2.456
C14 1.677 4.712 3.929
C15 -1.511 -4.481 -0.715
C16 4.386 5.733 -4.210
C17 3.304 5.967 -3.366
C18 3.278 5.318 -2.132
C19 -3.543 3.718 1.271
C20 4.297 4.475 -1.738
C21 3.022 4.840 3.616
C22 -0.554 -5.621 1.172
C23 3.829 -3.011 0.781
C24 3.152 0.907 -1.035
C25 -1.293 3.262 0.602
C26 1.757 -0.450 3.276
C27 -1.453 -5.587 0.119
C28 5.382 4.259 -2.588
C29 1.472 2.921 2.336
C30 5.047 -3.180 -1.289
C31 -0.686 -3.400 -0.473
C32 0.275 -4.540 1.418
C33 3.973 -2.624 -1.963
C34 -1.174 2.321 1.630
C35 4.013 1.794 -3.074
C36 -2.923 -0.998 0.742
C37 -3.442 2.764 2.270
C38 4.962 -3.387 0.077
C39 2.835 -2.262 -1.269
C40 1.476 -1.844 2.709
C41 1.716 1.177 -2.800
C42 3.580 4.039 2.634
H1 2.447 5.493 -1.467
H2 1.230 5.353 4.674
H3 -4.466 4.262 1.140
H4 4.272 4.012 -0.763
H5 7.373 3.766 -2.527
H6 0.701 1.109 -3.170
H7 6.258 4.737 -4.484
H8 0.969 -4.571 2.243
H9 3.241 2.457 1.226
H10 5.942 -3.457 -1.825
H11 2.327 -2.488 2.937
H12 3.629 5.566 4.136
H13 4.623 4.157 2.376
H14 1.989 -1.840 -1.801
H15 -2.196 1.321 3.239
H16 -2.111 -6.424 -0.054
H17 2.546 1.889 -4.635
H18 3.794 -3.196 1.844
H19 -2.204 -4.459 -1.542
H20 4.421 6.210 -5.176
H21 4.828 2.132 -3.690
H22 -0.504 -6.491 1.809
H23 -4.281 2.581 2.925
H24 -2.545 4.722 -0.336
H25 1.969 7.582 -2.955
H26 -0.739 -2.512 -1.101
H27 1.291 6.318 -3.968
H28 2.590 0.018 2.739
H29 0.583 -2.256 3.177
H30 -0.140 3.652 3.555
H31 2.079 -0.583 4.313
H32 0.592 1.173 4.119
H33 5.569 1.049 -0.258
H34 -4.573 -0.479 -0.351
H35 -0.372 -0.117 3.347
H36 -0.451 3.431 -0.061
H37 5.782 -3.852 0.602
H38 2.455 7.457 -4.650
H39 4.027 -2.476 -3.030
H40 3.301 0.504 -0.038

Atom charges from the Mulliken analysis, given in e for atoms 1 to 4: Rh 0.293; P 2.187; P 0.954; O -0.666



The following is a quantum chemistry calculation of one molecule with the formula C6H7NO at a distorted geometry, from the OMol25 dataset.

Summary:
Net charge ... 0
Lowest unoccupied orbital energy ... -1.188 eV
Structure (SMILES) ... CC1=CC(C)=NC1=O
Electronic energy ... -362.759686 Ha
Energy relative to the best compared isomer or geometry (same formula, charge and spin) ... 33.8 kcal per mole
E_HOMO ... -9.686 eV

CARTESIAN COORDINATES (ANGSTROEM)
O1 -1.768 2.049 0.073
N1 0.537 1.525 -0.136
C1 0.238 -0.748 -0.091
C2 2.619 0.212 0.032
C3 -0.839 1.242 -0.197
C4 1.148 0.389 -0.023
C5 -1.003 -0.218 -0.192
C6 -2.361 -0.736 0.000
H1 3.147 0.883 -0.714
H2 2.875 -0.814 -0.025
H3 -2.251 -1.761 0.537
H4 0.393 -1.871 -0.049
H5 2.908 0.769 0.904
H6 -2.945 -0.820 -0.997
H7 -2.699 -0.100 0.877

Atom charges from the natural (NBO) analysis, given in e for atoms 1 to 4: O -0.480; N -0.518; C -0.287; C -0.685



The following is a quantum chemistry calculation of one molecule with the formula C25H27N3O4 at a distorted geometry, from the OMol25 dataset.

Summary:
Net charge ... 0
Lowest unoccupied orbital energy ... -0.264 eV
Structure (SMILES) ... CCN(CC)CCCN1C(=O)C(O)=C(C(=O)c2cc3ccccc3o2)[C@@H]1c1ccccn1
Electronic energy ... -1434.084514 Ha
Energy relative to the best compared isomer or geometry (same formula, charge and spin) ... 47.6 kcal per mole
E_HOMO ... -8.346 eV

CARTESIAN COORDINATES (ANGSTROEM)
O1 0.302 -4.632 0.392
O2 3.241 -0.477 -0.959
O3 -2.049 -3.093 0.697
O4 3.127 -3.916 -0.090
N1 -4.397 0.525 -0.184
N2 -0.691 -1.273 0.267
N3 1.864 -0.690 2.025
C1 -4.901 1.389 0.864
C2 6.729 1.632 -0.777
C3 4.322 0.333 -0.965
C4 -3.358 1.115 -1.005
C5 5.443 -0.339 -0.433
C6 -1.671 -0.220 0.310
C7 1.426 1.246 0.711
C8 1.292 -2.444 -0.046
C9 5.609 2.281 -1.302
C10 0.705 -1.052 -0.065
C11 3.645 -1.665 -0.422
C12 -5.432 -0.180 -0.917
C13 2.704 -2.780 -0.197
C14 1.363 -0.126 0.937
C15 0.301 -3.318 0.258
C16 2.599 1.447 2.777
C17 -0.977 -2.574 0.441
C18 4.972 -1.639 -0.100
C19 4.389 1.645 -1.408
C20 2.061 2.043 1.648
C21 -4.931 -1.494 -1.511
C22 -5.746 2.580 0.395
C23 -2.114 0.216 -1.088
C24 6.665 0.327 -0.341
C25 2.464 0.074 2.918
H1 -6.648 2.238 -0.106
H2 -4.362 -2.046 -0.768
H3 -5.779 -2.099 -1.822
H4 -1.270 0.627 0.874
H5 2.859 -0.446 3.780
H6 -5.862 0.440 -1.724
H7 5.524 -2.448 0.332
H8 -2.546 -0.617 0.831
H9 -6.231 -0.406 -0.207
H10 7.531 -0.174 0.063
H11 3.522 2.141 -1.815
H12 -6.036 3.186 1.250
H13 -3.717 1.320 -2.024
H14 -5.183 3.204 -0.295
H15 -5.499 0.770 1.540
H16 0.779 -0.603 -1.064
H17 7.663 2.170 -0.716
H18 5.702 3.304 -1.633
H19 -4.041 1.756 1.430
H20 1.006 1.672 -0.188
H21 3.111 2.030 3.526
H22 -4.306 -1.320 -2.382
H23 -3.053 2.069 -0.564
H24 -0.607 -4.903 0.620
H25 2.139 3.110 1.497
H26 -1.317 0.762 -1.596
H27 -2.336 -0.679 -1.666

Atom charges from the natural (NBO) analysis, given in e for atoms 1 to 4: O -0.605; O -0.441; O -0.634; O -0.513



The following is a quantum chemistry calculation of C3H4BaO4 as an isolated structure at a distorted geometry, from the OMol25 dataset.

Summary:
Net charge ... 0
Lowest unoccupied orbital energy ... -1.263 eV
Electronic energy ... -443.033426 Ha
Energy relative to the best compared isomer or geometry (same formula, charge and spin) ... 69.4 kcal per mole
E_HOMO ... -6.783 eV

CARTESIAN COORDINATES (ANGSTROEM)
Ba1 -2.592 0.369 -3.345
O1 0.974 0.635 2.788
O2 0.091 0.699 -2.142
O3 0.564 -0.731 -0.476
O4 -0.640 -1.327 -2.256
C1 0.310 0.201 0.553
C2 0.139 -0.491 -1.707
C3 0.615 -0.261 1.808
H1 1.703 0.285 3.304
H2 -2.168 0.693 -0.952
H3 0.272 -1.245 2.143
H4 0.732 1.173 0.282

Atom charges from the Mulliken analysis, given in e for atoms 1 to 4: Ba 1.289; O -0.483; O -0.706; O -0.270